# 1
A 6-piece molecular cluster, C11H32N6O11Si overall at a distorted geometry, computed with the ωB97M-V functional and the def2-TZVPD basis.

The total charge is 0. The highest occupied orbital energy comes out at -8.36 eV. The spin multiplicity is 1. Its LUMO energy is -0.551 eV. As for the SMILES: C[Si](C)(C)COCCN.C[N+](=O)[O-].C[N+](=O)[O-].C[N+](=O)[O-].C[N+](=O)[O-].C[N+](=O)[O-]. Its energy above the lowest of the compared OMol25 structures with the same formula, charge and spin is 270.90 kJ/mol. For the largest force on an atom, the calculation gives 2.8 eV/A.

Last column: Mulliken charge in e.
CARTESIAN COORDINATES (ANGSTROEM)
1 Si -0.697 0.310 0.256  0.337
2 O 7.785 -2.633 0.867  -0.522
3 O -1.667 0.813 -7.277  -0.488
4 O -4.677 0.700 -3.131  -0.575
5 O 6.144 -3.520 2.038  -0.516
6 O 1.390 -0.360 4.280  -0.497
7 O -2.867 1.898 -2.759  -0.511
8 O 5.905 -0.340 6.120  -0.523
9 O 6.073 1.540 7.256  -0.520
10 O -3.193 -0.423 1.489  -0.367
11 O -3.477 -0.385 -7.650  -0.482
12 O 3.091 -0.814 2.955  -0.399
13 N 5.607 0.838 6.351  0.873
14 N -3.725 1.400 -3.496  0.894
15 N -2.525 0.315 -8.015  0.805
16 N 6.916 -2.600 1.746  0.848
17 N 2.400 -1.000 3.964  0.739
18 N -5.705 0.756 0.587  -0.645
19 C 4.597 1.463 5.456  -0.595
20 C -5.259 -0.495 -0.134  -0.073
21 C 2.827 -2.093 4.878  -0.737
22 C -2.475 0.736 0.937  -0.120
23 C -3.897 -1.194 0.452  -0.207
24 C 6.784 -1.339 2.525  -0.568
25 C -3.606 1.663 -4.955  -0.875
26 C 0.175 -1.087 1.283  -0.331
27 C -0.989 -0.196 -1.619  -0.488
28 C -2.406 0.578 -9.474  -0.711
29 C 0.279 2.003 0.285  -0.961
30 H 4.993 1.431 4.439  0.254
31 H -2.728 2.289 -5.131  0.314
32 H 0.788 -0.676 2.214  -0.336
33 H 6.963 -1.581 3.575  0.265
34 H -5.130 -0.348 -1.309  -0.025
35 H -6.759 0.790 0.456  0.281
36 H -5.368 1.560 -0.024  0.247
37 H -0.599 -1.865 1.751  0.310
38 H -0.528 2.824 -0.008  0.233
39 H -2.305 1.523 1.814  0.314
40 H -4.208 -2.225 0.958  0.301
41 H -6.126 -1.297 -0.015  0.348
42 H -3.227 -1.492 -0.475  0.067
43 H 0.616 2.241 1.380  0.248
44 H 2.810 -3.025 4.308  0.335
45 H 2.131 -2.143 5.718  0.312
46 H 3.835 -1.858 5.225  0.225
47 H 5.771 -0.962 2.371  0.150
48 H 3.676 0.882 5.541  0.182
49 H -3.499 0.699 -5.457  0.353
50 H -4.515 2.178 -5.273  0.330
51 H -2.140 -0.032 -1.887  -0.182
52 H 1.198 2.013 -0.452  0.316
53 H 7.522 -0.621 2.163  0.333
54 H -0.786 -1.344 -1.748  0.302
55 H 0.950 -1.662 0.601  0.343
56 H -1.528 1.204 -9.650  0.311
57 H -2.299 -0.386 -9.975  0.282
58 H 4.433 2.494 5.774  0.316
59 H -0.383 0.487 -2.352  0.279
60 H -3.050 1.274 0.047  -0.078
61 H -3.315 1.093 -9.791  0.284

***

# 2
C11H33FHfNO8 as an isolated structure at a distorted geometry, computed with the ωB97M-V functional and the def2-TZVPD basis.

The total charge is +3. The highest occupied orbital energy comes out at -16.61 eV. The spin multiplicity is 1. Its LUMO energy is -11.237 eV. Its energy above the lowest of the compared OMol25 structures with the same formula, charge and spin is 0.00 kJ/mol. For the largest force on an atom, the calculation gives 5.8 eV/A.

Last column: Mulliken charge in e.
CARTESIAN COORDINATES (ANGSTROEM)
1 Hf 21.852 -4.402 27.406  1.978
2 F 21.032 -5.521 29.035  -0.509
3 O 19.475 -4.377 27.212  -0.334
4 O 23.651 -5.915 28.153  -0.460
5 O 21.599 -2.191 26.683  -0.367
6 O 19.585 -6.232 31.432  -0.502
7 O 19.785 -8.615 26.287  -0.373
8 O 21.018 -4.308 25.135  -0.386
9 O 23.349 -3.407 28.946  -0.504
10 O 20.739 -2.807 28.993  -0.328
11 N 21.497 -6.638 26.507  -0.080
12 C 18.931 -9.770 26.258  -0.826
13 C 24.305 -5.565 29.412  -0.492
14 C 20.771 -8.631 25.272  -1.065
15 C 20.718 -1.364 28.814  -0.569
16 C 20.883 -1.102 27.322  -0.441
17 C 18.790 -4.756 25.978  -0.305
18 C 22.463 -7.168 24.231  -1.772
19 C 20.313 -6.307 32.646  -0.537
20 C 19.602 -4.070 24.924  -0.601
21 C 24.511 -4.087 29.531  -0.461
22 C 21.228 -7.199 25.118  0.512
23 H 20.436 -9.091 24.338  0.565
24 H 18.813 -4.327 27.917  0.313
25 H 23.471 -2.466 29.131  0.250
26 H 21.588 -9.294 25.596  0.406
27 H 25.396 -3.762 28.976  0.350
28 H 24.659 -3.662 30.524  0.459
29 H 21.428 -4.555 24.295  0.310
30 H 20.249 -2.996 29.808  0.313
31 H 22.234 -7.295 26.768  0.339
32 H 19.474 -10.634 26.637  0.319
33 H 17.761 -4.404 25.931  0.532
34 H 21.525 -0.876 29.359  0.278
35 H 21.271 -5.790 32.493  0.175
36 H 19.888 -0.961 26.901  0.301
37 H 25.305 -5.996 29.459  0.509
38 H 20.501 -6.575 24.599  0.164
39 H 19.743 -1.028 29.158  0.479
40 H 18.556 -9.962 25.248  0.348
41 H 19.302 -4.296 23.901  0.511
42 H 22.279 -7.503 23.212  0.436
43 H 24.239 -6.536 27.703  0.281
44 H 21.429 -0.166 27.214  0.464
45 H 23.261 -7.826 24.597  0.405
46 H 21.980 -1.819 25.874  0.274
47 H 20.615 -6.989 26.924  0.470
48 H 22.964 -6.190 24.221  0.353
49 H 18.024 -9.547 26.813  0.311
50 H 19.415 -2.998 25.026  0.264
51 H 19.781 -5.807 33.448  0.285
52 H 18.820 -5.842 25.897  0.175
53 H 20.588 -7.321 32.942  0.270
54 H 20.139 -6.305 30.644  0.285
55 H 23.696 -6.016 30.192  0.231

***

# 3
A 11-piece molecular cluster, C11H33N11O22 overall at a distorted geometry, computed with the ωB97M-V functional and the def2-TZVPD basis.

The total charge is 0. The highest occupied orbital energy comes out at -10.90 eV. The spin multiplicity is 1. Its LUMO energy is -1.306 eV. As for the SMILES: C[N+](=O)[O-].C[N+](=O)[O-].C[N+](=O)[O-].C[N+](=O)[O-].C[N+](=O)[O-].C[N+](=O)[O-].C[N+](=O)[O-].C[N+](=O)[O-].C[N+](=O)[O-].C[N+](=O)[O-].C[N+](=O)[O-]. Its energy above the lowest of the compared OMol25 structures with the same formula, charge and spin is 126.62 kJ/mol. For the largest force on an atom, the calculation gives 1.9 eV/A.

Last column: Mulliken charge in e.
CARTESIAN COORDINATES (ANGSTROEM)
1 O 4.757 -5.097 1.233  -0.583
2 O 11.801 3.813 3.540  -0.511
3 O 13.589 1.212 -0.548  -0.563
4 O 10.396 -0.269 4.357  -0.322
5 O 6.205 0.002 -4.653  -0.591
6 O 6.220 0.136 1.367  -0.487
7 O 3.745 -3.321 1.855  -0.552
8 O 3.323 -0.144 4.748  -0.536
9 O 5.184 -0.897 4.030  -0.370
10 O 6.320 -0.761 7.019  -0.585
11 O 7.617 1.248 0.199  -0.528
12 O 9.114 5.971 -1.228  -0.553
13 O 9.007 -2.047 0.602  -0.530
14 O 10.696 -2.719 -0.525  -0.540
15 O 1.690 -0.511 -1.603  -0.553
16 O 5.873 -2.836 6.830  -0.569
17 O 12.284 -0.185 0.397  -0.523
18 O 7.984 5.693 -3.043  -0.529
19 O 4.373 0.884 -3.954  -0.550
20 O 12.238 -1.046 5.170  -0.533
21 O 10.016 2.834 4.185  -0.410
22 O 3.788 -0.883 -1.292  -0.483
23 N 4.734 -3.906 1.463  0.958
24 N 11.241 -0.369 5.224  0.767
25 N 5.521 0.551 -3.819  1.034
26 N 6.561 -1.878 6.591  1.030
27 N 12.845 0.886 0.345  0.967
28 N 8.235 5.428 -1.878  0.926
29 N 4.424 0.016 4.289  0.768
30 N 2.649 -0.740 -0.901  0.886
31 N 9.750 -1.990 -0.366  0.944
32 N 10.759 3.803 4.161  0.813
33 N 7.285 0.697 1.227  1.192
34 C 7.783 -2.061 5.777  -0.279
35 C 10.366 5.025 4.853  -0.813
36 C 12.667 1.819 1.487  -0.495
37 C 8.212 0.679 2.384  -0.994
38 C 5.978 -3.123 1.348  -0.268
39 C 6.208 0.923 -2.559  -0.599
40 C 11.021 0.424 6.473  -0.781
41 C 2.394 -0.767 0.573  -0.587
42 C 4.883 1.431 4.123  -0.619
43 C 7.361 4.438 -1.222  -0.526
44 C 9.506 -0.900 -1.379  -0.233
45 H 9.767 -1.405 -2.303  0.368
46 H 10.405 1.263 6.173  0.246
47 H 8.132 1.674 2.825  0.464
48 H 7.223 1.196 -2.826  0.363
49 H 9.225 0.434 2.094  0.405
50 H 1.614 -0.014 0.661  0.323
51 H 5.649 1.711 -2.065  0.258
52 H 6.843 -3.756 1.208  0.346
53 H 5.817 -2.515 0.455  0.126
54 H 8.506 -0.523 -1.226  -0.185
55 H 1.991 -1.709 0.934  0.303
56 H 5.967 -2.473 2.218  -0.025
57 H 8.390 -1.183 5.981  0.086
58 H 3.330 -0.571 1.083  0.091
59 H 4.620 1.882 5.075  0.342
60 H 6.223 0.098 -1.850  0.095
61 H 7.984 3.864 -0.535  0.206
62 H 4.143 1.843 3.431  0.316
63 H 11.854 1.422 2.090  0.011
64 H 5.859 1.520 3.678  0.054
65 H 10.233 -0.150 -1.070  0.136
66 H 11.998 0.742 6.822  0.306
67 H 6.514 4.900 -0.732  0.317
68 H 7.397 -2.027 4.760  -0.028
69 H 7.095 3.692 -1.965  0.154
70 H 8.337 -2.927 6.117  0.316
71 H 13.569 1.870 2.085  0.308
72 H 7.757 -0.002 3.097  0.055
73 H 11.271 5.533 5.180  0.323
74 H 10.550 -0.234 7.197  0.317
75 H 12.332 2.792 1.141  0.304
76 H 9.782 4.868 5.755  0.322
77 H 9.805 5.640 4.153  0.288

***

# 4
C11H34Ag2NO8V as an isolated structure at a distorted geometry, computed with the ωB97M-V functional and the def2-TZVPD basis.

The total charge is +3. The highest occupied orbital energy (spin up / spin down) comes out at -17.58 / -17.91 eV. The spin multiplicity is 4. Its LUMO energy (spin up / spin down) is -10.230 / -10.226 eV. Its expectation value of S² is 3.753. For the largest force on an atom, the calculation gives 1.2 eV/A.

Last column: Mulliken charge in e.
CARTESIAN COORDINATES (ANGSTROEM)
1 Ag -2.839 -2.984 1.797  0.717
2 Ag -2.963 -1.999 -1.597  0.643
3 V 0.004 1.441 -1.388  0.563
4 O -2.400 -0.934 0.570  -0.727
5 O -1.353 -0.240 -1.324  -0.293
6 O 0.424 0.110 3.001  -0.140
7 O -1.792 2.747 -1.965  -0.372
8 O 1.935 0.425 -0.937  -0.341
9 O -0.786 -2.595 2.909  -0.422
10 O -0.762 0.580 0.618  -0.766
11 O 0.491 1.331 -3.510  -0.310
12 N -2.832 1.025 2.900  -0.263
13 C 1.593 -3.081 3.191  -0.821
14 C 1.447 0.921 3.625  -0.153
15 C -1.508 -0.227 -0.032  1.217
16 C 0.866 1.801 4.709  -1.228
17 C 2.940 -1.789 -1.329  -1.302
18 C 2.069 -0.936 -0.432  0.097
19 C 2.151 -0.071 -4.592  -1.361
20 C -2.878 2.195 -2.735  -0.020
21 C 0.245 -3.676 2.954  -0.152
22 C -2.998 2.911 -4.057  -1.118
23 C 0.729 0.004 -4.076  0.198
24 H -2.992 3.991 -3.906  0.329
25 H 0.554 -0.712 -3.277  0.024
26 H 2.546 -1.900 -2.337  0.235
27 H 1.693 -2.644 4.184  0.281
28 H 2.276 0.666 -5.395  0.437
29 H 2.499 -0.905 0.570  0.255
30 H 3.961 -1.398 -1.400  0.407
31 H 1.646 2.455 5.123  0.401
32 H 1.930 1.536 2.863  0.267
33 H 0.202 -4.157 1.975  0.225
34 H 0.044 -0.143 -4.909  0.354
35 H -2.208 2.600 -4.738  0.234
36 H 0.480 1.280 5.582  0.306
37 H -2.000 3.650 -1.698  0.262
38 H 2.339 -3.882 3.165  0.432
39 H 2.886 0.186 -3.829  0.292
40 H -2.393 1.938 3.060  0.392
41 H -2.750 0.431 3.730  0.390
42 H -0.327 -1.778 2.654  0.298
43 H 0.086 0.480 2.172  0.169
44 H -2.308 0.556 2.133  -0.185
45 H 0.147 2.525 4.308  0.256
46 H -3.927 2.696 -4.589  0.382
47 H -2.613 1.159 -2.939  0.082
48 H -0.068 -4.360 3.735  0.354
49 H 1.879 -2.335 2.448  -0.012
50 H -3.806 1.199 2.642  0.411
51 H 2.158 0.219 4.059  0.329
52 H 2.429 -1.023 -5.043  0.379
53 H 0.668 1.976 -4.206  0.264
54 H 3.076 -2.788 -0.910  0.391
55 H 1.085 -1.399 -0.353  0.041
56 H -3.821 2.180 -2.187  0.394
57 H 2.845 0.744 -0.987  0.279

***

Question: Number 4 is which compound?
Answer: C11H34Ag2NO8V

***

Question: Which value of total charge does entry 3 give?
Answer: 0